Molecular formula: C5H13O3Ru
Method: DFT, wB97M-V/def2-TZVPD

Positions of all 22 atoms, in Å:
C (2.58648, -0.52386, -0.25833)
C (1.30640, -1.26794, -0.53893)
O (0.24482, -0.71177, 0.27670)
C (-1.01500, -1.34182, 0.14870)
C (-2.09284, -0.54186, 0.85487)
O (-2.67411, 0.48010, 0.08512)
C (-1.84875, 1.58876, -0.17681)
H (3.33376, -1.33276, -0.16959)
H (3.42468, 0.18509, -0.24809)
H (1.36755, -2.33471, -0.26611)
H (0.97465, -1.19825, -1.58834)
H (-0.93993, -2.34615, 0.59856)
H (-1.27781, -1.45141, -0.91681)
H (-1.68541, -0.12796, 1.79782)
H (-2.90751, -1.23157, 1.11244)
H (-2.47716, 2.37058, -0.62067)
H (-1.40194, 1.97911, 0.75528)
H (-1.03696, 1.34448, -0.87990)
Ru (1.26766, 0.70025, 1.45129)
O (1.63863, 1.96148, -0.08278)
H (1.00009, 2.57965, -0.44567)
H (2.21267, 1.22057, -0.88875)

Multiplicity: 7
Energy above the lowest of the compared OMol25 structures with the same formula, charge and spin (kcal per mole): 13.9
Net charge: +1
Gap between HOMO and LUMO (alpha / beta) (eV): 7.10 / 7.91
E_tot (eV): -14103.5505
E_HOMO (alpha / beta) (eV): -10.6 / -13.8

Here are the natural (NBO) charges for atoms 1 to 5, given in e: number 1, C, carries -0.738; number 2, C, carries -0.100; number 3, O, carries -0.633; number 4, C, carries -0.111; number 5, C, carries -0.095